Entry a
C30H42N4O2P | the ωB97M-V functional and the def2-TZVPD basis

Each line ends with the Löwdin charge.
Atoms and positions in Å:
C -0.10284 -6.37957 -3.15210  -0.047
O -1.15534 -5.99710 -2.23586  -0.081
C -0.81040 -5.46753 -1.03156  -0.262
C -1.86458 -5.23893 -0.11440  0.018
C -1.63032 -4.49881 1.03412  -0.008
C -0.36573 -3.94394 1.25456  -0.210
N -0.17419 -3.11505 2.38170  0.074
C 0.62389 -2.01145 2.47771  -0.076
C 1.13400 -1.20025 1.36886  -0.296
C 1.23555 0.24323 1.54970  -0.067
C 2.04130 0.96974 0.70782  -0.047
C 2.89409 2.02260 1.29121  -0.221
C 4.26543 2.12797 0.96178  -0.022
C 5.08862 3.06167 1.58972  -0.068
C 4.54841 3.95669 2.52493  -0.068
C 3.18891 3.88210 2.85035  -0.066
C 2.37818 2.89544 2.27428  -0.059
O 1.48676 -1.72993 0.28584  0.032
N 0.69811 -1.69595 3.78885  -0.040
C 1.55363 -0.69359 4.40213  0.009
C -0.11594 -2.54916 4.52372  0.014
C -0.67888 -3.41384 3.65294  0.031
C 0.70468 -4.28598 0.42880  -0.004
C 0.50357 -5.05921 -0.70958  0.014
H -0.63385 -6.90174 -3.94737  0.097
H 0.40864 -5.49343 -3.55169  0.097
H 0.62580 -7.04969 -2.67485  0.099
H -2.85379 -5.62343 -0.35355  0.128
H -2.43925 -4.32333 1.74359  0.119
H 0.66053 0.68918 2.36899  0.108
H 2.43596 0.49772 -0.19975  0.119
H 4.67564 1.43525 0.21840  0.121
H 6.15418 3.09808 1.35295  0.112
H 5.18353 4.70429 3.00295  0.110
H 2.74962 4.58520 3.56032  0.110
H 1.32723 2.80826 2.57013  0.103
H 1.85801 -1.06727 5.38653  0.108
H 2.44870 -0.51191 3.79759  0.112
H 1.01253 0.25185 4.55087  0.106
H -0.21752 -2.45798 5.58736  0.138
H -1.35345 -4.22731 3.82388  0.136
H 1.70957 -3.95380 0.66226  0.121
H 1.34893 -5.29722 -1.35960  0.117
C -3.08263 -1.17727 -2.58959  -0.055
C -1.68981 -0.56867 -2.65823  -0.643
C -0.70752 -1.53822 -2.00330  -0.051
C -1.28930 -0.36257 -4.12329  -0.065
N -1.68479 0.73299 -1.97655  -0.292
C -2.72718 1.07263 -1.03739  -0.208
C -2.48236 2.49169 -0.55007  -0.208
N -1.31830 3.00274 -1.23500  -0.302
C -0.82720 4.35671 -0.95308  -0.648
C -1.95060 5.18526 -0.34560  -0.055
C -0.36479 4.99586 -2.26700  -0.063
C 0.34995 4.32106 0.01833  -0.060
P -0.40458 1.80241 -1.94316  0.993
H 0.62128 1.31655 -0.75266  -0.019
H -3.83896 -0.50495 -3.00642  0.090
H -3.09491 -2.10023 -3.18070  0.092
H -3.36018 -1.44585 -1.56079  0.085
H 0.33681 -1.22388 -2.11667  0.079
H -0.91431 -1.63432 -0.93089  0.074
H -0.82340 -2.53518 -2.45621  0.087
H -0.25259 -0.01900 -4.23064  0.064
H -1.39544 -1.31356 -4.66206  0.087
H -1.95123 0.37086 -4.60049  0.090
H -3.71021 1.02831 -1.52790  0.113
H -2.76327 0.37013 -0.18646  0.115
H -3.36055 3.10904 -0.78671  0.114
H -2.36645 2.50962 0.54777  0.116
H -2.22717 4.82519 0.65517  0.087
H -1.60877 6.22042 -0.23580  0.093
H -2.83823 5.19252 -0.98588  0.091
H 0.52163 4.50034 -2.68393  0.066
H -1.16749 4.96097 -3.01394  0.091
H -0.11581 6.05023 -2.08668  0.088
H 1.24427 3.86951 -0.42616  0.075
H 0.60285 5.34593 0.32831  0.097
H 0.09332 3.75091 0.91912  0.069

HOMO level: -0.35007 hartree
Net charge: +1

=====

Entry b
C30H42N4O2P | the ωB97M-V functional and the def2-TZVPD basis

Each line ends with the Löwdin charge.
Atoms and positions in Å:
C -7.04923 1.34768 -0.11467  -0.047
O -6.41087 0.98784 -1.36286  -0.076
C -5.22787 1.57884 -1.69102  -0.252
C -4.64738 1.20798 -2.93046  0.026
C -3.36209 1.64373 -3.25622  -0.006
C -2.62796 2.42361 -2.35609  -0.210
N -1.31367 2.79973 -2.72760  0.080
C -0.16523 2.80570 -1.97542  -0.059
C -0.03179 2.25080 -0.63015  -0.272
C 1.32028 2.04604 -0.09395  -0.034
C 1.54115 2.23050 1.23412  0.021
C 2.88221 2.40838 1.78143  -0.214
C 3.07357 3.24456 2.91217  -0.028
C 4.34315 3.46214 3.43700  -0.068
C 5.46199 2.84475 2.85163  -0.062
C 5.29714 2.03428 1.71965  -0.069
C 4.02794 1.83654 1.16678  -0.034
O -1.04004 1.96695 0.05830  0.073
N 0.81185 3.34264 -2.75462  -0.032
C 2.18056 3.66645 -2.40984  0.004
C 0.29970 3.60833 -4.01906  0.014
C -0.99945 3.25333 -4.02046  0.035
C -3.23539 2.87563 -1.18023  0.001
C -4.52866 2.45891 -0.83851  0.017
H -8.01881 0.85055 -0.14619  0.097
H -6.46995 0.97782 0.74152  0.099
H -7.18772 2.43411 -0.02625  0.097
H -5.20060 0.56422 -3.60481  0.125
H -2.92241 1.34307 -4.20642  0.119
H 2.10401 1.75138 -0.78889  0.096
H 0.70035 2.43478 1.90520  0.138
H 2.19894 3.75668 3.33004  0.119
H 4.46945 4.13118 4.29253  0.113
H 6.45528 3.00944 3.27187  0.111
H 6.17161 1.57353 1.24776  0.112
H 3.91482 1.25061 0.24595  0.105
H 2.55648 4.40636 -3.12431  0.108
H 2.24859 4.08832 -1.40345  0.112
H 2.83602 2.79290 -2.49862  0.108
H 0.90011 4.04097 -4.79711  0.140
H -1.72605 3.30694 -4.81009  0.141
H -2.71414 3.55018 -0.51201  0.121
H -4.97541 2.77957 0.10259  0.113
C -2.95080 -3.10728 -0.73894  -0.054
C -2.19864 -2.64581 0.49849  -0.655
C -2.21779 -1.11631 0.55752  -0.070
C -2.84831 -3.22331 1.76494  -0.072
N -0.82684 -3.18013 0.45409  -0.297
C -0.12459 -3.26009 -0.81999  -0.209
C 1.36132 -3.50897 -0.52596  -0.209
N 1.52821 -3.56293 0.92073  -0.300
C 2.87348 -3.42196 1.50213  -0.660
C 3.86805 -4.14550 0.61070  -0.055
C 2.81715 -4.08474 2.88608  -0.072
C 3.28994 -1.95414 1.64883  -0.078
P 0.24123 -2.81552 1.69787  0.951
H 0.53434 -1.35733 1.60211  -0.056
H -2.89591 -4.19539 -0.85413  0.094
H -4.00783 -2.82941 -0.65688  0.089
H -2.55491 -2.63503 -1.64537  0.077
H -1.73771 -0.71372 1.45616  0.064
H -1.70791 -0.67523 -0.30599  0.066
H -3.25550 -0.75815 0.54525  0.084
H -2.33020 -2.91494 2.68395  0.054
H -3.89789 -2.91096 1.84356  0.084
H -2.82802 -4.32006 1.72354  0.090
H -0.51657 -4.07255 -1.45096  0.116
H -0.24021 -2.31228 -1.38086  0.107
H 1.68176 -4.44520 -1.00907  0.117
H 1.96619 -2.68716 -0.95523  0.107
H 3.97805 -3.63939 -0.35488  0.079
H 4.85229 -4.16428 1.09137  0.091
H 3.55745 -5.18089 0.43314  0.094
H 2.09887 -3.59607 3.55999  0.054
H 2.51211 -5.13404 2.78050  0.090
H 3.80393 -4.06768 3.36761  0.086
H 2.65564 -1.39097 2.34344  0.059
H 4.31904 -1.90107 2.02609  0.088
H 3.26005 -1.43946 0.68093  0.068

HOMO level: -0.34607 hartree
Net charge: +1

=====

Which of them is the most stable, and which is the least stable? entry b and entry a, in that order.

=====

Entry a
C6H8N2OS | the ωB97M-V functional and the def2-TZVPD basis

Each line ends with the natural charge from an NBO analysis.
Atoms and positions in Å:
N -2.21512 -2.29195 -0.17475  -0.818
C -2.35127 -0.94624 -0.00105  0.631
O -3.42401 -0.45583 0.29619  -0.624
C -1.11914 -0.17165 -0.19489  -0.333
C -1.10289 1.13918 0.08976  -0.132
C -0.00672 2.06197 0.01313  -0.309
C 1.30966 1.81952 -0.11173  0.029
N 1.98376 0.64747 -0.30317  -0.458
C 2.50072 -0.12896 0.53583  -0.004
S 3.47603 -1.48135 0.03848  0.040
H -1.32203 -2.72505 -0.32150  0.389
H -3.01518 -2.86970 0.01862  0.403
H -0.23969 -0.68611 -0.55596  0.201
H -2.04751 1.56809 0.40575  0.233
H -0.27909 3.10451 0.08908  0.219
H 1.97903 2.67105 -0.18237  0.203
H 2.39955 -0.07010 1.62098  0.187
H 3.47389 -1.18484 -1.26239  0.145

HOMO level: -0.31002 hartree
Net charge: 0

=====

Entry b
C6H8N2OS | the ωB97M-V functional and the def2-TZVPD basis

Each line ends with the natural charge from an NBO analysis.
Atoms and positions in Å:
C 0.61498 1.36568 -1.36716  0.099
C 1.21831 1.77183 2.40769  0.293
C 2.60609 2.35400 -0.32866  0.939
C 1.02797 -1.10317 -1.24961  -0.599
C -0.81360 0.21059 0.09000  -0.608
C -0.06406 0.09969 -1.21512  -0.320
N 1.60601 1.65023 -0.45165  -0.591
N 0.98916 1.15802 3.36914  -0.749
O 3.61289 2.82176 0.07792  -0.470
S 0.23708 2.29799 -2.61875  0.005
H 1.40600 -1.13087 -2.44037  0.213
H 0.56769 -2.05264 -0.86923  0.220
H 1.93705 -1.02297 -0.68585  0.217
H -1.78948 -0.45139 0.16364  0.217
H -1.20300 1.12786 0.39629  0.224
H -0.14831 -0.15231 0.97094  0.214
H -0.73455 -0.12022 -1.99163  0.238
H 0.55546 0.70780 4.19163  0.458

HOMO level: -0.31760 hartree
Net charge: 0

=====

Which of them is the most stable, and which is the least stable? entry a and entry b, in that order.

=====

Entry a
CH4INOS | the ωB97M-V functional and the def2-TZVPD basis

Each line ends with the natural charge from an NBO analysis.
Atoms and positions in Å:
C 0.44545 0.53395 -1.14732  -0.457
N -0.73683 0.34694 -0.31568  -0.228
O -0.65889 0.67599 0.94576  -0.396
S 0.55805 -0.28388 2.18258  0.039
I -0.62367 -2.23636 2.48081  0.070
H 0.64173 -0.23111 -1.83741  0.210
H 0.37045 1.48993 -1.59603  0.212
H 1.24078 0.33908 -0.34490  0.216
H -1.23707 -0.63455 -0.36782  0.334

HOMO level: -0.31834 hartree
Net charge: 0

=====

Entry b
CH4INOS | the ωB97M-V functional and the def2-TZVPD basis

Each line ends with the natural charge from an NBO analysis.
Atoms and positions in Å:
C 0.93832 -1.03472 0.49984  -0.842
N -0.72744 1.02654 -1.61077  -0.922
O -1.13723 0.40097 1.42678  -0.820
S 0.36118 0.49370 1.32938  0.904
I -2.29196 1.43202 -0.66052  0.618
H 0.18495 -1.49701 -0.25332  0.262
H 1.14110 -1.92466 1.28490  0.230
H 1.78155 -0.83948 -0.06312  0.227
H -0.25047 1.94264 -1.95318  0.343

HOMO level (spin up / spin down): -0.31588 / -0.31512 hartree
Net charge: 0

=====

Which of them is the most stable, and which is the least stable? entry a and entry b, in that order.

=====

Entry a
C8H12N4 | the ωB97M-V functional and the def2-TZVPD basis

Each line ends with the natural charge from an NBO analysis.
Atoms and positions in Å:
C 2.60672 -2.79580 2.28133  -0.653
C 1.44362 -2.38234 1.46665  0.096
C 1.24552 -1.40439 0.48597  -0.122
N -0.19825 -1.22249 0.47022  -0.540
C -0.67006 -2.37720 1.01064  0.182
N 0.23639 -3.06596 1.63346  -0.485
H 3.51408 -3.14441 1.81434  0.224
H 2.12795 -3.51921 3.03062  0.242
H 2.93797 -1.93411 2.91157  0.214
H 1.98312 -0.75698 0.00905  0.212
H -0.62687 -0.68465 -0.24239  0.428
H -1.75795 -2.53901 1.15681  0.190
C -2.77087 1.24777 -1.37411  -0.635
C -1.41102 1.82441 -1.41918  0.072
C -1.09490 3.12054 -1.31011  -0.082
N 0.28288 3.28349 -1.38482  -0.551
C 0.79108 1.96116 -1.38834  0.186
N -0.17540 1.09227 -1.50633  -0.479
H -2.61743 0.26691 -0.84215  0.216
H -3.30640 1.16567 -2.31406  0.229
H -3.38406 1.78241 -0.67553  0.226
H -1.67688 4.07673 -1.31611  0.214
H 0.65717 4.12316 -0.98087  0.414
H 1.86360 1.88203 -1.51667  0.203

HOMO level: -0.29803 hartree
Net charge: 0

=====

Entry b
C8H12N4 | the ωB97M-V functional and the def2-TZVPD basis

Each line ends with the natural charge from an NBO analysis.
Atoms and positions in Å:
C 0.62745 -0.27307 -1.98066  -0.635
C 0.21477 1.24838 -2.04245  0.097
C 0.07215 2.11773 -3.08752  -0.125
N -0.05786 3.39110 -2.55840  -0.542
C -0.11186 3.21091 -1.19275  0.168
N -0.01923 1.93655 -0.81331  -0.458
H 1.21955 -0.58017 -2.85914  0.216
H -0.27087 -0.91037 -1.92162  0.215
H 1.23386 -0.43491 -1.07364  0.236
H 0.07594 1.96768 -4.16713  0.216
H -0.18042 4.31860 -2.97221  0.423
H -0.31765 4.08367 -0.57306  0.190
C 1.05772 -2.29936 0.85821  -0.635
C 0.15317 -1.74769 1.88637  0.093
C -1.18949 -1.93359 1.90866  -0.128
N -1.59449 -1.20896 2.99368  -0.525
C -0.47937 -0.75212 3.63927  0.165
N 0.63491 -1.22069 3.08627  -0.454
H 0.53552 -2.34361 -0.11233  0.213
H 1.37884 -3.31852 1.13173  0.218
H 1.95394 -1.66609 0.74696  0.225
H -1.87393 -2.41136 1.20767  0.218
H -2.53126 -1.06815 3.37989  0.415
H -0.53139 -0.10594 4.51553  0.194

HOMO level: -0.30380 hartree
Net charge: 0

=====

Which of them is the most stable, and which is the least stable? entry b and entry a, in that order.

=====

Entry a
C3H5N4O | the ωB97M-V functional and the def2-TZVPD basis

Each line ends with the natural charge from an NBO analysis.
Atoms and positions in Å:
C -4.08727 0.41041 0.32417  0.094
C -0.46801 0.97844 -0.29626  0.183
C 0.69782 0.11290 -0.21715  0.491
N -3.12062 -0.09927 -0.03341  0.173
N -1.13880 1.87791 -0.13690  -0.154
N 1.91844 0.71470 -0.29091  -0.693
N 0.50021 -1.14576 0.09566  -0.649
O -2.15573 -0.52501 -0.61631  -0.494
H -4.95093 0.89600 0.77962  0.288
H 1.95251 1.63486 -0.63523  0.433
H 2.76568 0.22524 -0.55788  0.433
H -0.43156 -1.44952 0.11195  0.458
H 1.28718 -1.80353 0.08384  0.438

HOMO level: -0.51348 hartree
Net charge: +1

=====

Entry b
C3H5N4O | the ωB97M-V functional and the def2-TZVPD basis

Each line ends with the natural charge from an NBO analysis.
Atoms and positions in Å:
C 2.37769 2.56103 -0.92690  0.038
C 0.67987 -0.96880 -0.10070  0.182
C -0.74987 -1.01086 0.32614  0.491
N 1.58871 1.98734 -0.25474  0.221
N 1.72922 -1.18109 -0.54801  -0.151
N -1.39963 -2.08003 -0.03221  -0.674
N -1.29649 0.05846 0.89406  -0.694
O 0.78160 1.42793 0.36912  -0.479
H 2.85671 3.07763 -1.65589  0.261
H -0.93646 -2.76731 -0.54389  0.454
H -2.42364 -2.06397 0.25197  0.439
H -0.89999 1.01038 1.12765  0.500
H -2.30771 -0.05070 1.09341  0.414

HOMO level: -0.51439 hartree
Net charge: +1

=====

Which of them is the most stable, and which is the least stable? entry a and entry b, in that order.

=====

Entry a
C12H14NO2 | the ωB97M-V functional and the def2-TZVPD basis

Each line ends with the natural charge from an NBO analysis.
Atoms and positions in Å:
C 1.90105 3.36306 -1.38971  -0.617
C -0.02574 0.22118 -0.82597  0.149
C 0.70463 1.05583 -1.71342  -0.106
C 1.25397 2.09441 -0.91619  -0.145
C 0.83567 1.85259 0.35874  0.007
C -0.54250 -1.01871 -1.22983  -0.236
C -0.58424 -1.28617 -2.57218  -0.240
C 0.12342 -0.48621 -3.50051  -0.272
C 0.73361 0.64944 -3.05976  -0.192
N 0.05277 0.73724 0.42170  -0.543
H -0.91596 -1.63420 -0.41845  0.213
H -1.06559 -2.12995 -2.99486  0.195
H -0.22387 0.37665 1.40229  0.468
H 0.22065 -0.78880 -4.53747  0.197
H 0.75498 2.57154 1.16365  0.207
H 1.34758 1.27993 -3.71820  0.189
H 1.50499 4.22852 -0.86077  0.205
H 1.71273 3.61448 -2.44931  0.203
H 2.96843 3.40596 -1.24835  0.202
C -1.63663 -1.59650 2.50456  -0.500
C -0.76129 -2.86201 2.60950  -0.591
C -1.05492 -0.56733 3.46779  0.774
O -0.35860 0.36415 2.93345  -0.798
O -1.20922 -0.76218 4.68178  -0.737
H -1.50383 -1.25490 1.48438  0.180
H -2.62816 -1.84490 2.67151  0.198
H -0.72869 -3.38927 3.57118  0.210
H 0.23449 -2.59616 2.29137  0.202
H -1.10973 -3.59770 1.87311  0.178

HOMO level: -0.17185 hartree
Net charge: -1

=====

Entry b
C12H14NO2 | the ωB97M-V functional and the def2-TZVPD basis

Each line ends with the natural charge from an NBO analysis.
Atoms and positions in Å:
C -0.83593 1.29730 -1.21905  -0.672
C 2.63865 -0.02737 -0.94598  0.204
C 1.25391 -0.24058 -0.88156  -0.120
C 0.62228 0.97981 -1.30685  -0.052
C 1.61999 1.81972 -1.67670  -0.050
C 3.56257 -0.83965 -0.28706  -0.276
C 3.04046 -1.95822 0.32379  -0.225
C 0.79618 -1.44532 -0.34341  -0.164
C 1.68059 -2.29593 0.29562  -0.253
N 2.86177 1.25205 -1.43027  -0.569
H 3.66584 1.46879 -1.99266  0.393
H 4.58156 -0.51839 -0.12928  0.206
H 1.49033 2.82856 -2.03144  0.202
H 3.69799 -2.64342 0.85375  0.196
H -0.24602 -1.69911 -0.45990  0.224
H -1.30969 1.43197 -2.19263  0.216
H -1.09434 2.08600 -0.51786  0.250
H 1.27192 -3.14396 0.82455  0.211
H -1.38295 0.44989 -0.79082  0.264
C -2.43286 -0.07591 2.08697  -0.534
C -2.73789 -1.56653 1.91510  -0.621
C -3.20007 0.84804 1.07600  0.767
O -3.26791 2.04715 1.43309  -0.793
O -3.49439 0.35855 -0.03750  -0.801
H -2.74923 0.27553 3.06621  0.198
H -1.40047 0.23568 1.91321  0.203
H -2.77067 -2.13668 2.84297  0.179
H -2.04779 -2.02100 1.20035  0.189
H -3.70459 -1.61940 1.41341  0.226

HOMO level: -0.14885 hartree
Net charge: -1

=====

Which of them is the most stable, and which is the least stable? entry a and entry b, in that order.